No. 1
Molecular formula: C20H41N2P3RuSe
Method: DFT, ωB97M-V/def2-TZVPD

* total charge: +3
* E_tot: -120149.0392 eV
* HOMO-LUMO gap (alpha / beta): 7.0 / 5.8 eV
* ΔE to the lowest compared entry with this formula, charge and spin: 1.174 eV
* 2S+1: 6

Structure (XYZ):
```
68
Properties=species:S:1:pos:R:3:forces:R:3
Ru -0.152909 -1.023503 0.868232 0.02 0.88 -1.00
Se 1.738175 1.018845 -2.869132 0.18 -0.30 -0.07
P -1.769809 -1.109691 -0.604053 -1.96 0.43 -2.35
P -1.570249 -0.885255 2.617598 -2.50 0.21 3.58
P 1.165041 -2.889227 0.272179 1.21 -1.78 -0.30
N 1.462671 0.032330 2.149914 1.05 0.83 -0.42
N 2.183791 -0.232975 3.261562 -0.78 -1.01 0.68
C 1.172843 3.624290 -3.436107 -0.17 2.03 -0.21
C 2.769533 1.763933 2.600107 0.27 0.17 -0.15
C 2.393907 -2.655132 -1.128939 -0.36 0.38 0.23
C -1.493172 3.777785 0.469116 0.09 -0.12 -0.85
C -1.204425 -1.269142 -2.334393 -0.10 -0.27 0.09
C -1.093904 0.052205 4.150259 0.53 0.23 -0.03
C 1.812505 4.878121 -5.419311 0.05 -0.41 0.10
C 2.354360 3.699821 -5.970257 -0.26 -1.18 0.92
C -2.782446 0.402433 -0.851679 0.00 0.06 0.15
C 0.180076 -4.384227 -0.210933 0.02 0.24 0.12
C -0.799962 3.685918 -0.686778 0.46 -0.51 1.54
C 2.945228 0.802717 3.592428 0.07 0.09 -0.52
C 2.257359 -3.443521 1.678194 -0.33 0.16 -0.15
C -3.067941 -2.370505 -0.406519 0.40 -0.03 -0.18
C 1.234364 4.834855 -4.138853 -0.24 -0.53 0.44
C 1.711960 2.439540 -3.984372 0.07 0.74 -0.19
C -1.807703 -2.597691 3.228115 -0.02 -0.26 -0.27
C 2.293574 2.479991 -5.265240 0.30 1.53 -1.09
C 1.884598 1.240172 1.668016 -0.31 -0.39 1.17
C -3.298729 -0.187738 2.565650 -0.09 0.15 -0.52
H -0.798843 1.071034 3.854956 0.02 -0.26 0.07
H 1.850308 5.811182 -5.984954 0.00 -0.27 0.21
H 2.925994 -4.274481 1.450494 -0.16 -0.05 -0.22
H -3.446948 0.202883 -1.708315 0.13 0.19 0.33
H -0.678833 -2.229550 -2.461741 -0.24 0.38 -0.25
H -0.996598 3.769087 1.442537 -0.01 0.27 -0.35
H 0.750630 3.650255 -2.440951 0.06 -0.17 -0.24
H 1.422042 1.688571 0.784643 0.29 -0.30 0.39
H -3.673296 -2.348932 -1.324338 -0.07 -0.13 0.43
H -0.499841 -0.435202 -2.510020 -0.47 -0.47 -0.09
H 1.842469 -2.600515 -2.082767 0.19 -0.14 0.35
H -0.293363 -4.233835 -1.189613 0.10 0.13 0.22
H -3.929181 -0.679514 1.812798 0.19 0.22 0.25
H -3.825882 -0.241909 3.533042 0.51 -0.35 -0.24
H 2.888609 -1.680971 -0.980201 -0.04 -0.35 -0.01
H -2.274638 -2.659345 4.216728 0.03 0.20 -0.16
H 0.331819 3.641613 -0.623883 -1.45 0.10 -0.09
H 1.992824 -1.104372 3.808378 0.31 1.15 -0.75
H 3.590933 0.763309 4.453363 -0.05 0.15 0.12
H 2.893714 -2.598820 1.967933 -0.07 -0.08 -0.07
H -2.580434 -3.345720 -0.307721 -0.30 0.03 0.00
H 0.828887 5.763357 -3.712533 0.17 -0.62 -0.06
H 3.250047 2.720990 2.574000 0.10 0.20 -0.04
H 1.636876 -3.727423 2.540665 0.10 0.07 -0.25
H 2.735572 1.608079 -5.693670 0.17 -0.45 -0.25
H -3.253395 0.888861 2.332961 0.10 -0.35 -0.08
H -3.383394 0.626335 0.040467 0.19 0.04 -0.39
H -1.276975 3.552544 -1.662288 0.12 0.42 0.33
H -1.925914 0.176865 4.866299 0.24 -0.37 -0.47
H -2.091261 -1.181549 -2.990713 0.64 -0.18 0.04
H 0.759466 -5.314588 -0.277860 0.10 0.37 0.15
H -2.418186 -3.169202 2.516011 0.11 0.13 0.16
H -0.248555 -0.408285 4.686125 -0.30 0.12 -0.22
H 2.824480 3.734184 -6.939073 0.05 -0.10 -0.13
H -2.123408 1.255892 -1.076096 -0.33 -0.28 0.11
H -3.668575 -2.156663 0.489595 0.11 -0.21 -0.47
H -0.821730 -3.069386 3.267596 -0.12 -0.06 0.12
H 1.198679 -1.057436 1.658812 1.75 -0.42 0.97
H -0.614459 -4.520477 0.532304 0.15 -0.05 -0.11
H -2.592643 3.869956 0.510702 0.68 -0.15 -0.22
H 3.174256 -3.441191 -1.188464 -0.63 0.31 0.19
```
Forces are in eV/Å.

Formally, the natural (NBO) partial charges of the atoms, in units of the elementary charge, are as follows:
1 Ru 0.021
2 Se 0.728
3 P 1.028
4 P 0.920
5 P 0.929
6 N -0.349
7 N -0.293
8 C -0.188
9 C -0.289
10 C -0.920
11 C -0.339
12 C -0.936
13 C -0.927
14 C -0.034
15 C -0.160
16 C -0.941
17 C -0.933
18 C -0.455
19 C 0.063
20 C -0.932
21 C -0.949
22 C -0.175
23 C -0.291
24 C -0.940
25 C -0.168
26 C 0.019
27 C -0.933
28 H 0.243
29 H 0.265
30 H 0.274
31 H 0.253
32 H 0.240
33 H 0.202
34 H 0.237
35 H 0.247
36 H 0.266
37 H 0.215
38 H 0.247
39 H 0.252
40 H 0.239
41 H 0.274
42 H 0.231
43 H 0.276
44 H 0.170
45 H 0.459
46 H 0.280
47 H 0.226
48 H 0.248
49 H 0.264
50 H 0.280
51 H 0.249
52 H 0.251
53 H 0.251
54 H 0.252
55 H 0.211
56 H 0.274
57 H 0.259
58 H 0.278
59 H 0.256
60 H 0.231
61 H 0.267
62 H 0.245
63 H 0.250
64 H 0.234
65 H 0.295
66 H 0.251
67 H 0.225
68 H 0.280

=====

No. 2
Molecular formula: C20H41N2P3RuSe
Method: DFT, ωB97M-V/def2-TZVPD

* total charge: +3
* E_tot: -120149.2857 eV
* HOMO-LUMO gap (alpha / beta): 6.6 / 5.7 eV
* ΔE to the lowest compared entry with this formula, charge and spin: 0.928 eV
* 2S+1: 6

Structure (XYZ):
```
68
Properties=species:S:1:pos:R:3:forces:R:3
Ru 0.155270 -0.232912 1.088075 0.19 -1.37 -2.21
Se 0.821311 1.763910 -2.475563 0.10 0.41 -0.41
P 1.368395 -1.714515 -0.071309 0.52 -0.88 -1.37
P -0.831593 -1.856821 2.281975 -2.08 -2.34 1.78
P 1.857516 0.659053 2.145826 2.65 2.34 2.35
N -1.498561 1.423584 1.986751 -0.36 0.34 0.26
N -2.209994 1.868481 3.030688 -0.27 0.44 0.00
C 0.261653 -2.514992 -1.295774 0.57 -0.14 -0.21
C -1.249804 -3.475619 1.504421 0.20 0.13 -0.06
C -3.301315 -1.349079 -2.366684 0.52 0.26 -0.21
C 1.445285 3.076167 -5.026915 0.28 0.12 -0.30
C -3.132589 2.613583 1.203828 -0.40 0.35 -1.24
C -0.977271 2.135947 -6.098801 -0.09 -0.43 0.89
C 1.102388 3.352476 -6.350666 0.95 0.25 0.79
C -0.629837 1.817355 -4.789140 -0.88 -0.28 -0.76
C 2.709983 -0.979630 -1.069685 -0.02 -0.09 -0.23
C -2.045203 1.831892 0.844182 -0.50 0.50 0.53
C -0.103749 2.905471 -6.886513 -0.68 -0.30 -0.34
C 0.586362 2.270048 -4.216790 -0.19 0.48 -0.84
C 2.558834 2.059006 1.191390 0.02 -0.03 -0.21
C -2.530374 -1.448896 2.882935 0.14 0.32 -0.13
C -3.205808 2.634828 2.572419 0.10 -0.22 0.19
C 1.491208 1.559524 3.719306 0.09 -0.07 -0.06
C 2.242476 -3.085702 0.797458 -0.12 0.27 -0.06
C -2.602174 -0.465063 -3.095452 -0.36 -0.85 0.49
C 0.025018 -2.349032 3.831685 0.13 0.14 -0.07
C 3.381429 -0.226370 2.667215 -0.28 -0.13 0.05
H -1.847957 -3.269232 0.612756 -0.05 -0.11 0.15
H 3.480010 -0.543685 -0.414908 -0.25 -0.13 -0.30
H -1.298601 1.200670 -4.186814 0.21 0.29 -0.36
H 1.530699 -3.787429 1.248768 0.35 0.23 -0.08
H -3.929788 -1.019777 -1.532707 0.17 -0.14 -0.34
H 2.263008 -0.190294 -1.699802 0.45 -0.46 0.30
H 2.386698 2.107332 4.060273 -0.39 -0.22 -0.09
H 3.959521 -0.523079 1.787781 -0.02 -0.09 0.21
H -3.088846 -1.025472 2.039647 -0.07 -0.07 0.19
H -1.927029 1.762113 -6.496679 0.44 0.23 0.10
H -0.390639 3.137911 -7.923090 0.28 -0.07 0.55
H 4.001943 0.428632 3.303081 -0.31 -0.18 -0.33
H 3.097989 -1.106967 3.258069 0.22 0.13 -0.15
H -3.260398 -2.427914 -2.565876 -0.10 0.53 0.00
H 0.856036 -3.079288 -2.025938 -0.19 0.03 0.06
H 3.171544 -1.736699 -1.718292 -0.02 0.21 0.14
H -0.351241 -4.018080 1.202409 -0.28 0.02 0.05
H 1.727060 2.617635 0.754791 0.16 0.16 0.01
H -1.635819 1.555685 -0.127034 -0.16 0.12 0.36
H -2.663072 0.592267 -2.862221 -0.13 0.06 -0.07
H 1.196425 0.844459 4.495218 0.03 0.16 -0.04
H -2.495115 -0.708833 3.689579 -0.03 -0.18 -0.10
H 2.896396 -2.667480 1.577926 -0.21 -0.25 -0.29
H -1.990668 -0.771646 -3.950026 -0.24 0.02 0.30
H -3.062118 -2.334098 3.246157 0.20 0.11 -0.04
H -0.425961 -3.198243 -0.791777 0.20 0.20 -0.25
H 2.857587 -3.633301 0.067400 -0.18 0.17 0.22
H 0.336440 -1.450617 4.378863 -0.03 -0.24 -0.06
H 0.910489 -2.951931 3.600532 -0.13 0.13 0.08
H -3.884567 3.146761 3.228685 -0.12 -0.01 0.15
H 0.680748 2.281187 3.557611 0.17 -0.07 0.07
H 3.199454 1.680196 0.390579 -0.09 0.09 0.03
H 2.370161 3.460790 -4.600100 -0.15 -0.07 -0.22
H -2.010674 1.631800 3.999794 0.25 0.02 -0.34
H -3.787598 3.110145 0.518367 -0.21 0.18 -0.06
H -0.702769 0.753722 2.181495 0.08 0.23 1.37
H -0.317814 -1.736819 -1.808178 0.11 -0.23 0.08
H -0.648491 -2.936389 4.470147 0.13 0.10 -0.23
H -1.831236 -4.116012 2.177027 0.14 0.24 0.02
H 3.152465 2.721354 1.837301 -0.18 -0.21 -0.15
H 1.786874 3.927935 -6.985674 -0.27 -0.19 0.43
```
Forces are in eV/Å.

Formally, the natural (NBO) partial charges of the atoms, in units of the elementary charge, are as follows:
1 Ru -0.071
2 Se 0.696
3 P 1.070
4 P 0.914
5 P 0.938
6 N -0.298
7 N -0.281
8 C -0.960
9 C -0.938
10 C -0.337
11 C -0.158
12 C -0.280
13 C -0.176
14 C -0.179
15 C -0.189
16 C -0.948
17 C 0.026
18 C -0.026
19 C -0.271
20 C -0.934
21 C -0.930
22 C 0.062
23 C -0.942
24 C -0.948
25 C -0.455
26 C -0.934
27 C -0.937
28 H 0.246
29 H 0.246
30 H 0.236
31 H 0.247
32 H 0.201
33 H 0.215
34 H 0.265
35 H 0.246
36 H 0.238
37 H 0.265
38 H 0.267
39 H 0.273
40 H 0.251
41 H 0.222
42 H 0.257
43 H 0.264
44 H 0.240
45 H 0.229
46 H 0.246
47 H 0.175
48 H 0.244
49 H 0.221
50 H 0.254
51 H 0.207
52 H 0.272
53 H 0.256
54 H 0.273
55 H 0.239
56 H 0.258
57 H 0.283
58 H 0.223
59 H 0.245
60 H 0.253
61 H 0.463
62 H 0.278
63 H 0.352
64 H 0.248
65 H 0.273
66 H 0.270
67 H 0.269
68 H 0.274

=====

No. 3
Molecular formula: C20H42Br2N5O6Rb
Method: DFT, ωB97M-V/def2-TZVPD

* total charge: 0
* E_tot: -181892.4136 eV
* HOMO-LUMO gap: 3.6 eV

Structure (XYZ):
```
76
Properties=species:S:1:pos:R:3:forces:R:3
Rb -5.319803 -0.938601 6.331385 0.20 0.03 -0.30
Br -1.431003 5.759619 -6.990655 0.83 -0.34 0.62
Br 1.314727 7.415879 -8.352665 0.03 -0.14 0.89
O -0.655413 0.326229 2.278175 0.90 -0.57 0.16
O -8.634813 1.109769 -1.820875 1.49 -1.09 -1.68
O 4.462187 8.969729 8.262025 3.16 1.86 1.83
O 8.744747 5.166279 4.221125 -1.58 -0.42 -1.21
O -2.028813 -0.903481 1.082105 -3.16 -2.58 -0.01
O -6.821983 -7.954361 2.837675 1.00 0.59 -0.73
N 7.963217 3.080889 3.958245 -0.44 -2.52 0.75
N 3.371517 7.089729 7.759815 -0.51 -2.34 -0.78
N -5.626203 -7.636271 0.895325 0.51 0.13 -0.65
N -7.686373 0.883279 -3.924965 -0.59 0.50 -0.01
N 1.643417 -4.088201 -6.461415 -0.06 0.18 -0.09
C -6.830233 0.224929 -4.823125 1.49 -1.69 -1.07
C 2.753477 -7.241691 -5.424775 -0.14 -0.97 0.35
C 1.695517 -4.987311 -5.752255 0.41 0.94 -0.61
C -0.956453 -0.379121 1.273025 0.32 3.07 0.21
C 1.769187 -6.150221 -4.937735 0.84 -1.58 0.80
C 9.058337 2.360289 4.581995 1.78 1.05 -0.90
C 2.078337 6.493999 7.200955 0.83 0.45 1.17
C -8.423173 1.881489 -4.634365 -1.07 1.79 1.28
C 2.890447 -8.430031 -4.385105 -0.71 0.27 -1.28
C -5.817513 -7.593931 2.219735 -1.04 -0.59 0.84
C -6.694343 -7.957511 -0.062495 -0.02 0.65 0.15
C -0.135733 -0.232001 0.000485 0.69 -0.46 0.67
C 1.193747 6.909079 -6.441365 -0.27 -1.87 -0.25
C -7.891823 0.525689 -2.634845 -1.50 0.90 0.90
C 3.587467 8.404009 7.726565 -2.77 -0.55 -1.67
C 6.800937 2.210439 3.837325 0.13 0.49 -0.27
C 7.869287 4.396279 3.800065 1.80 0.94 1.53
C -4.275823 -7.298191 0.353345 -1.20 -0.39 0.12
C 0.404947 5.551649 -6.229725 -0.25 1.07 0.02
C 4.352177 6.230629 8.506345 -1.96 -0.21 -0.08
H -7.684373 -7.958471 0.393505 0.33 -0.11 0.49
H 2.159187 5.473269 6.827215 0.74 0.24 -0.36
H 5.899407 2.815819 3.743215 -0.06 -0.21 -0.14
H 0.805697 4.597049 -6.570675 0.30 0.60 -1.02
H 2.322777 -7.608391 -6.356515 0.07 -0.44 0.02
H 0.746067 7.724729 -5.873555 -0.13 -0.15 -0.33
H 4.456267 5.279429 7.984345 0.22 0.15 -0.21
H 3.311747 -9.274741 -4.930145 0.24 -0.02 0.15
H -3.507083 -7.263361 1.125305 -0.29 -0.26 0.16
H -4.056623 -8.109881 -0.340345 0.39 0.35 -0.22
H 2.214827 6.751119 -6.094185 -0.01 0.12 -0.14
H -7.146153 0.451309 -5.841475 0.05 -0.06 0.07
H -7.359573 -0.409971 -2.403685 0.13 0.14 0.25
H -0.654293 0.505949 -0.611575 0.38 0.30 0.14
H -6.738273 -7.145201 -0.787975 0.18 -0.08 -0.26
H -4.915583 -7.194641 2.708915 -0.07 -0.07 0.33
H 1.315457 6.379129 7.970965 0.12 0.26 0.49
H 0.845787 0.048039 0.382975 0.31 0.21 -0.95
H -7.827473 2.750339 -4.914245 0.51 -0.21 -0.29
H 0.341697 5.310119 -5.168705 -0.50 0.72 0.22
H 0.767947 -6.579951 -4.968325 -0.02 -0.15 0.48
H -6.858953 -0.862601 -4.755715 -0.10 -0.15 0.28
H 2.840347 8.958839 7.138205 -0.32 -0.08 -0.20
H -9.128733 2.334299 -3.937775 -0.41 -0.29 -0.11
H 9.019287 2.163219 5.653315 -0.64 0.04 -0.01
H 3.751557 -6.917181 -5.719125 -0.09 0.57 0.33
H 6.902657 4.606279 3.316615 0.19 0.85 -0.06
H -8.921173 1.492669 -5.522575 -0.05 -0.13 0.16
H -6.573863 -8.905661 -0.586515 0.33 -0.03 0.12
H 2.093227 -5.959091 -3.914725 -0.54 0.58 0.08
H 9.974277 2.928979 4.421505 -0.06 0.36 0.21
H 9.290377 1.453959 4.022685 -0.58 -0.31 0.13
H 3.833137 5.992419 9.434765 0.37 -0.12 0.39
H -0.168983 -1.162051 -0.566955 0.36 -0.05 0.05
H 5.318307 6.680439 8.735195 -0.40 0.32 -0.44
H -4.270783 -6.312481 -0.111895 -0.11 -0.14 -0.35
H 3.458127 -8.282621 -3.466355 0.16 0.52 -0.27
H 1.900717 -8.771521 -4.081925 -0.16 0.10 0.05
H 6.743987 1.620169 4.751895 -0.24 -0.10 -0.10
H 6.937477 1.560229 2.973215 -0.30 -0.17 0.05
H -5.775603 0.495159 -4.769865 0.07 0.30 0.24
H 1.613017 7.145919 6.461645 0.52 0.02 -0.15
```
Forces are in eV/Å.

Formally, the Löwdin partial charges of the atoms, in units of the elementary charge, are as follows:
1 Rb 0.973
2 Br 0.529
3 Br 0.544
4 O -0.138
5 O -0.021
6 O 0.052
7 O -0.008
8 O -0.086
9 O -0.014
10 N -0.204
11 N -0.155
12 N -0.185
13 N -0.203
14 N 0.147
15 C -0.093
16 C -0.231
17 C -0.253
18 C -0.865
19 C -0.210
20 C -0.061
21 C -0.030
22 C -0.069
23 C -0.099
24 C -0.361
25 C -0.039
26 C -0.062
27 C -0.651
28 C -0.296
29 C -0.438
30 C -0.057
31 C -0.335
32 C -0.035
33 C -0.626
34 C -0.024
35 H 0.085
36 H 0.077
37 H 0.084
38 H 0.053
39 H 0.101
40 H 0.052
41 H 0.076
42 H 0.063
43 H 0.080
44 H 0.086
45 H 0.047
46 H 0.084
47 H 0.136
48 H 0.064
49 H 0.085
50 H 0.126
51 H 0.070
52 H 0.055
53 H 0.096
54 H 0.052
55 H 0.123
56 H 0.091
57 H 0.130
58 H 0.087
59 H 0.094
60 H 0.106
61 H 0.134
62 H 0.093
63 H 0.086
64 H 0.123
65 H 0.086
66 H 0.089
67 H 0.081
68 H 0.054
69 H 0.086
70 H 0.088
71 H 0.068
72 H 0.063
73 H 0.087
74 H 0.091
75 H 0.096
76 H 0.076